Entry 1:
Entry from OMol25: a cluster of 30 separate species, C18H80BBrCl2N2O33S in total in a non-equilibrium geometry (ωB97M-V/def2-TZVPD).

As for the net charge: 0. The value obtained for the LUMO energy is -0.03268 Ha. The HOMO energy comes out at -8.9 eV. Its orbital gap is 0.29318 Eh. For the energy, the calculation gives -197112.969 eV.

XYZ file:
```
138
C18H80BBrCl2N2O33S (ωB97M-V/def2-TZVPD)
C 3.291 -4.611 0.360
C 2.895 -3.936 -1.014
C 3.346 -2.399 -1.106
Br 4.989 -1.991 -0.085
C 2.122 -1.559 -0.577
N 1.841 -1.739 0.734
C 0.730 -1.000 1.066
C 0.249 -1.102 2.496
S 1.201 -2.137 3.679
C -0.909 -0.400 2.988
Cl -1.385 -0.599 4.712
C -1.692 0.482 2.049
B -2.954 1.250 2.667
O -3.944 0.620 3.434
O -3.098 2.631 2.386
C -1.258 0.582 0.661
C -2.050 1.465 -0.373
C -2.735 0.542 -1.489
C -4.100 1.151 -2.013
Cl -3.141 -1.151 -0.910
C -0.041 -0.145 0.166
N 0.304 0.046 -1.155
C 1.390 -0.668 -1.523
C 1.813 -0.496 -3.030
C 2.844 0.662 -3.265
O 4.142 0.244 -2.762
C 4.799 1.386 -2.328
C 5.563 1.256 -0.960
O 4.826 2.422 -2.947
H 4.249 -5.170 0.269
H 2.491 -5.378 0.573
H 3.263 -3.894 1.220
H 3.209 -4.540 -1.910
H 1.767 -3.907 -1.037
H 3.578 -2.206 -2.174
H 0.617 -3.370 3.538
H -3.713 -0.329 3.375
H -3.997 2.724 2.004
H -2.791 2.135 0.114
H -1.259 2.045 -0.925
H -2.040 0.440 -2.363
H -4.719 1.502 -1.162
H -4.664 0.290 -2.470
H -3.965 1.901 -2.827
H 2.133 -1.474 -3.482
H 0.874 -0.212 -3.586
H 2.939 0.794 -4.394
H 2.466 1.616 -2.829
H 6.000 2.227 -0.661
H 6.333 0.462 -1.124
H 4.808 0.849 -0.240
O -6.386 2.800 -1.608
H -6.874 2.341 -0.914
H -6.986 2.787 -2.362
O 2.600 1.787 -6.473
H 3.107 2.586 -6.297
H 3.208 1.235 -6.983
O -3.268 -2.211 6.977
H -2.567 -2.802 7.279
H -2.975 -1.934 6.092
O 8.174 1.054 -0.225
H 8.387 1.661 0.494
H 8.933 1.115 -0.814
O 6.436 -4.852 -0.406
H 7.223 -5.127 -0.891
H 6.450 -3.883 -0.459
O -6.195 -2.792 -0.895
H -6.188 -3.213 -0.025
H -5.276 -2.539 -1.036
O -3.506 5.546 0.847
H -3.111 5.473 -0.039
H -3.439 4.654 1.204
O -1.018 5.618 -0.541
H -0.149 5.421 -0.909
H -0.829 5.924 0.355
O -2.747 -3.541 1.358
H -3.044 -4.435 1.148
H -2.968 -3.032 0.578
O -5.080 1.518 6.539
H -4.683 1.441 5.664
H -5.029 0.624 6.897
O -4.231 4.899 3.955
H -3.527 4.311 4.250
H -3.910 5.239 3.111
O 2.551 -1.339 -6.763
H 2.371 -0.443 -6.467
H 2.293 -1.330 -7.695
O -4.000 -3.649 3.888
H -3.581 -3.650 3.023
H -3.997 -4.577 4.152
O -9.491 -3.115 -0.254
H -9.481 -3.534 0.612
H -8.571 -2.862 -0.400
O -6.518 2.120 2.549
H -6.523 2.872 3.154
H -6.959 1.420 3.043
O -2.608 -6.080 5.464
H -1.651 -6.119 5.573
H -2.943 -6.692 6.131
O 8.190 2.998 2.023
H 8.186 3.759 2.614
H 7.768 2.297 2.536
O -3.328 5.473 -2.047
H -4.087 5.153 -2.548
H -3.440 6.432 -2.038
O -2.896 -8.985 6.632
H -2.252 -9.653 6.893
H -3.397 -9.407 5.925
O 8.311 3.345 -1.573
H 7.493 3.000 -1.951
H 8.022 3.818 -0.780
O 7.793 5.795 0.247
H 7.378 6.334 -0.436
H 8.739 5.910 0.093
O 4.869 -5.065 -3.316
H 5.489 -5.384 -3.981
H 5.434 -4.785 -2.581
O 0.723 -0.176 -8.420
H -0.088 -0.524 -8.807
H 0.423 0.296 -7.634
O 5.171 4.731 -0.491
H 5.527 4.864 -1.377
H 5.951 4.567 0.054
O 5.141 1.448 -6.637
H 6.010 1.251 -7.004
H 5.329 1.756 -5.739
O -7.122 -4.218 1.784
H -7.091 -3.541 2.471
H -7.581 -4.954 2.202
O -1.340 -5.422 8.159
H -1.334 -4.740 8.841
H -1.822 -6.153 8.564
O 0.101 2.634 -5.432
H 0.880 2.344 -5.932
H 0.117 3.594 -5.506
O -5.169 8.110 0.622
H -4.474 7.512 0.929
H -5.663 7.584 -0.014
```


Entry 2:
Entry from OMol25: a structure of composition C19H10Br2ClIN2O2Rh (ωB97M-V/def2-TZVPD).

As for the net charge: +1. The value obtained for the LUMO energy (alpha / beta) is -0.21703 / -0.22896 Ha. The HOMO energy (alpha / beta) comes out at -11.2 / -11.0 eV. Its orbital gap (alpha / beta) is 0.19424 / 0.17600 Eh. For the energy, the calculation gives -190651.182 eV.

XYZ file:
```
38
C19H10Br2ClIN2O2Rh (ωB97M-V/def2-TZVPD)
Rh 0.039 0.145 0.132
Cl 1.907 -1.778 6.397
C 1.305 -1.728 4.784
C 0.786 -2.860 4.218
C 0.285 -2.855 2.897
I -0.492 -4.586 2.075
C 0.315 -1.695 2.160
O -0.134 -1.584 0.905
C 0.854 -0.531 2.752
N 0.846 0.570 1.952
C 1.329 1.710 2.406
C 1.853 1.819 3.701
C 1.868 0.722 4.524
C 1.358 -0.506 4.057
H 0.759 -3.774 4.793
H 1.300 2.552 1.726
H 2.238 2.771 4.034
H 2.269 0.788 5.526
C -1.462 -2.500 -1.534
C -1.315 -1.247 -2.330
C -1.768 -1.199 -3.664
C -1.646 -0.063 -4.412
C -1.059 1.080 -3.837
C -0.867 2.334 -4.486
Br -1.414 2.558 -6.266
C -0.285 3.392 -3.837
C 0.136 3.263 -2.506
Br 0.923 4.712 -1.635
C -0.031 2.062 -1.835
O 0.338 1.873 -0.582
C -0.631 0.968 -2.510
N -0.754 -0.177 -1.772
H -1.947 -3.271 -2.127
H -2.052 -2.317 -0.636
H -0.490 -2.861 -1.202
H -2.217 -2.087 -4.084
H -1.996 -0.034 -5.435
H -0.148 4.334 -4.347
```


What did the second record say?
Entry from OMol25: a structure of composition C19H10Br2ClIN2O2Rh (ωB97M-V/def2-TZVPD).

As for the net charge: +1. The value obtained for the LUMO energy (alpha / beta) is -0.21703 / -0.22896 Ha. The HOMO energy (alpha / beta) comes out at -11.2 / -11.0 eV. Its orbital gap (alpha / beta) is 0.19424 / 0.17600 Eh. For the energy, the calculation gives -190651.182 eV.

XYZ file:
```
38
C19H10Br2ClIN2O2Rh (ωB97M-V/def2-TZVPD)
Rh 0.039 0.145 0.132
Cl 1.907 -1.778 6.397
C 1.305 -1.728 4.784
C 0.786 -2.860 4.218
C 0.285 -2.855 2.897
I -0.492 -4.586 2.075
C 0.315 -1.695 2.160
O -0.134 -1.584 0.905
C 0.854 -0.531 2.752
N 0.846 0.570 1.952
C 1.329 1.710 2.406
C 1.853 1.819 3.701
C 1.868 0.722 4.524
C 1.358 -0.506 4.057
H 0.759 -3.774 4.793
H 1.300 2.552 1.726
H 2.238 2.771 4.034
H 2.269 0.788 5.526
C -1.462 -2.500 -1.534
C -1.315 -1.247 -2.330
C -1.768 -1.199 -3.664
C -1.646 -0.063 -4.412
C -1.059 1.080 -3.837
C -0.867 2.334 -4.486
Br -1.414 2.558 -6.266
C -0.285 3.392 -3.837
C 0.136 3.263 -2.506
Br 0.923 4.712 -1.635
C -0.031 2.062 -1.835
O 0.338 1.873 -0.582
C -0.631 0.968 -2.510
N -0.754 -0.177 -1.772
H -1.947 -3.271 -2.127
H -2.052 -2.317 -0.636
H -0.490 -2.861 -1.202
H -2.217 -2.087 -4.084
H -1.996 -0.034 -5.435
H -0.148 4.334 -4.347
```